[1]
Formula: C37H39IrN5P
Source: the Open Molecules 2025 dataset
Level of theory: the ωB97M-V functional and the def2-TZVPD basis

Its expectation value of S² is 0.76.

ORCA input file:
```
! wB97M-V def2-TZVPD RIJCOSX def2/J DEFGRID3
* xyz 3 2
Ir -0.748 -1.320 -0.971
C -4.008 -3.043 1.629
C -2.981 -2.225 0.922
N -2.079 -2.707 0.159
C -1.865 -4.157 0.155
C -0.379 -4.385 -0.031
N -0.061 -3.609 -1.224
C 1.203 -3.896 -1.880
C 1.342 -2.868 -3.012
N 0.098 -2.078 -3.182
C 0.355 -0.802 -3.832
C 1.100 0.101 -2.878
N 0.519 0.080 -1.542
C 0.166 1.415 -1.030
C 1.131 2.491 -1.595
C -1.360 1.012 1.037
C -2.256 1.798 1.763
C -3.483 1.286 2.134
C -3.796 -0.024 1.824
C -2.847 -0.781 1.167
N -1.660 -0.262 0.782
H -4.394 -3.825 0.977
H -4.839 -2.438 1.978
H -3.576 -3.530 2.508
H -2.435 -4.616 -0.659
H -2.193 -4.613 1.088
H -0.163 -5.451 -0.140
H 0.187 -4.003 0.819
H -0.789 -3.855 -1.891
H 1.206 -4.917 -2.267
H 2.024 -3.809 -1.170
H 1.614 -3.363 -3.945
H 2.140 -2.171 -2.767
H -0.586 -2.594 -3.727
H -0.600 -0.355 -4.104
H 0.956 -0.907 -4.740
H 1.075 1.090 -3.320
H 2.154 -0.188 -2.799
H 2.078 2.043 -1.871
H 1.364 3.276 -0.892
H 0.702 2.979 -2.471
H -2.006 2.803 2.056
H -4.188 1.906 2.673
H -4.750 -0.436 2.113
C 1.948 2.032 5.612
C 0.737 1.446 5.268
C 0.533 0.985 3.978
C 1.539 1.112 3.014
C 2.752 1.714 3.366
C 2.942 2.187 4.656
P 1.267 0.349 1.397
C 2.848 0.423 0.508
C 3.427 -0.818 0.238
C 4.687 -0.895 -0.338
C 5.377 0.269 -0.652
C 4.816 1.509 -0.371
C 3.558 1.590 0.206
C 0.006 1.532 0.537
C 0.054 2.997 0.895
C -0.646 3.983 0.248
C -1.567 3.866 -0.822
C -1.996 2.711 -1.510
C -3.273 2.682 -2.132
C -3.819 1.489 -2.544
C -3.153 0.271 -2.318
C -1.876 0.278 -1.768
C -1.272 1.501 -1.500
H 2.127 2.345 6.631
H -0.036 1.327 6.015
H -0.404 0.500 3.722
H 3.547 1.816 2.642
H 3.874 2.673 4.913
H 2.888 -1.721 0.507
H 5.142 -1.859 -0.529
H 6.360 0.211 -1.099
H 5.371 2.415 -0.579
H 3.145 2.561 0.447
H 0.646 3.275 1.763
H -0.528 4.987 0.642
H -2.113 4.775 -1.063
H -3.833 3.603 -2.240
H -4.797 1.478 -3.007
H -3.654 -0.653 -2.578
*
```

***

[2]
Formula: C37H39LuN7OP
Source: the Open Molecules 2025 dataset
Level of theory: the ωB97M-V functional and the def2-TZVPD basis

The energy above the lowest of the compared OMol25 structures with the same formula, charge and spin is 111.3 kJ/mol.

ORCA input file:
```
! wB97M-V def2-TZVPD RIJCOSX def2/J DEFGRID3
* xyz 2 1
Lu -0.734 0.428 0.034
N 1.886 -0.894 1.987
P 2.088 -0.120 0.463
C 3.894 0.044 0.300
C 4.772 -0.912 0.808
C 6.132 -0.786 0.584
C 6.621 0.279 -0.163
C 5.748 1.223 -0.679
C 4.385 1.116 -0.444
C 1.829 -1.473 -0.759
C 1.354 -1.084 -2.012
C 1.236 -2.003 -3.045
C 1.581 -3.326 -2.825
C 2.034 -3.726 -1.573
C 2.158 -2.807 -0.543
C 0.881 -0.571 2.880
C 1.028 -0.878 4.237
C 0.014 -0.567 5.113
C -1.139 0.057 4.631
C -1.218 0.317 3.291
N -0.240 0.001 2.408
H 2.720 -1.249 2.431
H 4.417 -1.773 1.364
H 6.812 -1.524 0.987
H 7.684 0.368 -0.342
H 6.127 2.049 -1.267
H 3.720 1.870 -0.852
H 1.153 -0.027 -2.215
H 0.906 -1.684 -4.026
H 1.495 -4.047 -3.627
H 2.313 -4.759 -1.405
H 2.524 -3.134 0.422
H 1.940 -1.346 4.584
H 0.115 -0.793 6.166
H -1.945 0.333 5.294
H -2.094 0.801 2.872
C 1.950 4.498 -3.127
N 2.380 3.870 -1.890
C 3.236 4.714 -1.069
C 1.394 3.084 -1.199
C 0.167 3.700 -0.533
C 0.011 5.071 -0.411
C -1.083 5.609 0.257
C -2.007 4.764 0.843
C -1.840 3.390 0.724
C -0.779 2.804 0.012
H 2.830 4.885 -3.643
H 1.250 5.331 -2.989
H 1.477 3.754 -3.770
H 4.192 4.849 -1.580
H 3.426 4.230 -0.110
H 2.826 5.712 -0.876
H 1.924 2.561 -0.399
H 1.038 2.321 -1.913
H 0.747 5.743 -0.830
H -1.203 6.682 0.320
H -2.851 5.166 1.389
H -2.585 2.759 1.211
N -5.632 -3.331 0.089
C -6.189 -2.139 0.446
O -7.196 -2.032 1.101
C -5.436 -0.919 -0.021
C -6.127 0.192 -0.494
C -5.405 1.319 -0.851
C -4.032 1.311 -0.696
N -3.354 0.257 -0.209
C -4.063 -0.836 0.114
H -6.160 -4.162 0.305
H -4.983 -3.395 -0.676
H -7.206 0.166 -0.571
H -5.897 2.203 -1.229
H -3.444 2.181 -0.959
H -3.513 -1.670 0.530
N -1.773 -6.202 -0.228
C -1.630 -4.869 -0.197
C -1.248 -4.190 0.976
C -1.075 -2.833 0.945
N -1.245 -2.065 -0.153
C -1.645 -2.716 -1.261
C -1.857 -4.067 -1.332
H -1.638 -6.756 0.599
H -2.038 -6.676 -1.074
H -1.100 -4.735 1.899
H -0.804 -2.315 1.856
H -1.831 -2.101 -2.135
H -2.180 -4.518 -2.261
*
```

***

[3]
Formula: C37H40BClCsF9N8O5S2
Source: the Open Molecules 2025 dataset
Level of theory: the ωB97M-V functional and the def2-TZVPD basis

The energy above the lowest of the compared OMol25 structures with the same formula, charge and spin is 66.2 kJ/mol.

ORCA input file:
```
! wB97M-V def2-TZVPD RIJCOSX def2/J DEFGRID3
* xyz -2 1
Cs -1.334 1.135 0.071
C -2.757 3.893 2.415
C -1.321 4.288 2.530
C -0.764 5.474 3.042
C 0.598 5.318 2.874
C 1.685 6.271 3.254
N 0.806 4.113 2.299
N -0.371 3.480 2.091
B 2.164 3.516 1.863
N 2.435 2.148 2.525
N 1.596 1.091 2.405
C 2.163 0.086 3.049
C 1.521 -1.262 3.095
C 3.397 0.484 3.603
C 3.531 1.807 3.241
C 4.657 2.742 3.546
N 2.301 3.438 0.324
N 1.596 2.560 -0.427
C 1.969 2.744 -1.682
C 1.358 1.940 -2.782
C 2.943 3.759 -1.762
C 3.122 4.175 -0.459
C 4.037 5.242 0.049
H -3.338 4.235 3.273
H -2.824 2.806 2.372
H -3.210 4.293 1.507
H -1.274 6.323 3.469
H 1.239 7.147 3.727
H 2.258 6.604 2.387
H 2.391 5.822 3.955
H 3.013 4.274 2.249
H 0.507 -1.216 2.704
H 1.484 -1.651 4.116
H 2.086 -1.975 2.489
H 4.092 -0.106 4.181
H 5.399 2.222 4.153
H 4.317 3.623 4.094
H 5.146 3.097 2.636
H 0.915 1.035 -2.373
H 2.111 1.632 -3.511
H 0.582 2.503 -3.306
H 3.438 4.140 -2.641
H 4.603 5.652 -0.789
H 4.743 4.860 0.789
H 3.486 6.059 0.519
S -0.407 -1.474 -3.333
C -0.255 -2.683 -2.216
N -1.265 -3.467 -1.816
C -1.038 -4.646 -0.992
C 0.297 -5.229 -1.371
N 1.324 -4.216 -1.185
C 2.540 -4.637 -0.510
C 2.277 -5.080 0.912
C 2.904 -6.208 1.429
C 2.673 -6.604 2.740
C 1.805 -5.876 3.541
C 1.174 -4.750 3.027
C 1.410 -4.352 1.720
C 1.089 -2.931 -1.529
S 2.086 -1.671 -1.196
C -2.661 -3.163 -2.095
C -3.261 -4.141 -3.075
C -4.488 -4.739 -2.820
C -5.039 -5.641 -3.722
C -4.360 -5.958 -4.888
C -3.129 -5.366 -5.149
C -2.583 -4.464 -4.250
H -1.831 -5.362 -1.216
H -1.089 -4.388 0.067
H 0.278 -5.573 -2.413
H 0.535 -6.076 -0.729
H 3.224 -3.790 -0.531
H 2.987 -5.463 -1.075
H 3.575 -6.783 0.799
H 3.166 -7.486 3.131
H 1.619 -6.186 4.562
H 0.495 -4.169 3.639
H 0.912 -3.468 1.337
H -2.710 -2.147 -2.484
H -3.198 -3.190 -1.143
H -5.012 -4.498 -1.901
H -5.996 -6.100 -3.508
H -4.784 -6.664 -5.592
H -2.595 -5.606 -6.061
H -1.632 -3.986 -4.453
O -2.639 -3.694 1.319
Cl -2.140 -2.332 1.337
O -2.101 -1.836 2.683
O -0.803 -2.314 0.772
O -2.999 -1.497 0.527
F -4.861 5.578 -2.247
C -4.528 4.353 -1.771
F -5.422 3.489 -2.290
F -4.748 4.386 -0.453
C -3.056 3.900 -2.094
O -2.685 2.890 -1.346
C -2.117 5.144 -1.882
F -0.841 4.774 -1.826
F -2.213 6.087 -2.855
F -2.405 5.766 -0.723
C -3.013 3.527 -3.623
F -1.746 3.505 -4.076
F -3.521 2.310 -3.835
F -3.694 4.376 -4.433
*
```

***

Number 1: E -58552.266 eV, strongest force on any atom 0.03481 Eh/bohr. Number 2: E -94378.903 eV, strongest force on any atom 0.01842 Eh/bohr. Number 3: E -121052.553 eV, strongest force on any atom 0.01765 Eh/bohr.